[1]
Below is 5 unconnected molecules or ions with the total composition C13H36O5 at a distorted geometry, with properties calculated with ωB97M-V with the def2-TZVPD basis set.

As for the spin multiplicity: 1. Its charge is 0. As for the SMILES: CC(C)O.CC(C)O.CC(C)O.CC(C)O.CO.

Geometry as XYZ:
```
54
Properties=species:S:1:pos:R:3:forces:R:3:lowdin_charge:R:1
C -4.916 -0.117 0.344 0.343 -0.322 0.110 -0.05
C -3.484 -0.646 0.351 -0.133 -0.220 -0.088 -0.49
C -3.443 -2.149 0.524 -0.109 -0.228 -0.202 -0.05
O -2.821 -0.356 -0.893 0.142 0.027 -0.009 -0.07
H -4.948 0.946 0.104 -0.058 0.041 0.083 0.08
H -5.365 -0.292 1.322 -0.032 0.184 0.010 0.08
H -5.506 -0.671 -0.387 0.024 0.074 -0.102 0.09
H -2.893 -0.201 1.161 -0.215 0.187 0.044 0.13
H -3.975 -2.431 1.433 0.112 -0.032 0.061 0.09
H -2.423 -2.536 0.565 0.014 0.108 0.153 0.07
H -3.930 -2.651 -0.316 -0.064 0.144 0.001 0.09
H -2.939 0.581 -1.085 0.038 0.007 -0.026 0.10
C 3.257 -1.106 -1.496 -0.153 0.206 -0.763 -0.06
C 4.067 -1.959 -0.546 -0.501 -0.574 0.428 -0.48
C 3.168 -2.827 0.341 -0.005 0.269 -0.104 -0.05
O 4.987 -2.778 -1.269 0.236 0.210 0.206 -0.05
H 2.300 -0.782 -1.088 0.142 0.137 0.236 0.05
H 3.007 -1.694 -2.385 0.044 -0.099 0.086 0.07
H 3.799 -0.237 -1.875 0.093 -0.010 0.176 0.08
H 4.648 -1.353 0.150 0.232 0.179 -0.294 0.13
H 2.352 -2.225 0.745 0.041 -0.046 0.139 0.07
H 3.758 -3.239 1.158 -0.095 -0.171 0.008 0.08
H 2.699 -3.637 -0.225 0.082 -0.040 -0.043 0.08
H 4.518 -3.582 -1.516 0.013 0.006 -0.064 0.08
C 1.238 3.985 3.270 0.201 -0.176 0.585 -0.06
C -0.144 4.593 3.093 0.379 0.735 -0.757 -0.48
C -0.266 5.904 3.869 -0.011 -0.176 -0.125 -0.06
O -0.352 4.850 1.688 -0.212 -0.136 0.138 -0.07
H 2.011 4.627 2.841 -0.174 0.049 -0.232 0.08
H 1.307 2.997 2.819 -0.005 0.021 -0.091 0.06
H 1.517 3.899 4.326 -0.231 -0.134 -0.011 0.08
H -0.940 3.892 3.331 0.045 -0.049 0.298 0.13
H -0.243 5.729 4.944 0.005 0.056 0.022 0.08
H -1.172 6.449 3.607 -0.116 -0.167 0.056 0.08
H 0.577 6.550 3.604 0.038 -0.050 0.107 0.08
H 0.106 5.664 1.459 0.076 -0.006 0.000 0.08
C 0.057 -2.658 -2.064 0.360 -0.996 0.070 -0.05
C -0.302 -1.633 -3.116 -0.184 0.030 0.219 -0.50
C 0.506 -1.788 -4.370 0.480 0.605 -1.269 -0.06
O -1.676 -1.757 -3.484 -0.004 0.100 -0.097 -0.05
H -0.669 -2.748 -1.256 -0.047 0.304 -0.026 0.07
H 1.040 -2.514 -1.624 -0.073 0.358 0.071 0.04
H 0.131 -3.656 -2.519 -0.279 0.123 -0.132 0.09
H -0.118 -0.616 -2.740 -0.075 -0.055 0.132 0.13
H 1.555 -1.495 -4.266 -0.033 -0.222 0.414 0.07
H 0.141 -1.096 -5.141 -0.190 -0.107 0.201 0.08
H 0.482 -2.776 -4.833 -0.160 -0.156 0.348 0.08
H -2.213 -1.391 -2.772 0.001 -0.073 0.151 0.05
C 0.525 0.374 0.767 -0.374 0.646 0.030 -0.16
O -0.156 -0.862 0.824 0.115 -0.100 -0.018 -0.13
H 0.723 0.718 -0.255 0.077 -0.225 -0.029 0.07
H -0.070 1.169 1.238 0.165 -0.046 0.094 0.07
H 1.469 0.286 1.299 0.023 -0.112 0.016 0.08
H -0.985 -0.750 0.346 0.011 -0.076 -0.211 0.02
```
Forces are in eV/Å.

=====

[2]
Below is 5 unconnected molecules or ions with the total composition C28H32F32NO6 at a distorted geometry, with properties calculated with ωB97M-V with the def2-TZVPD basis set.

As for the spin multiplicity: 1. Its charge is -1.

Geometry as XYZ:
```
99
Properties=species:S:1:pos:R:3:forces:R:3:lowdin_charge:R:1
C -3.171 -4.592 3.252 -0.399 -1.178 -0.607 -0.09
C -2.557 -4.649 1.757 -1.010 0.987 0.537 -0.35
C -3.331 -3.487 0.928 0.694 -0.736 -0.130 -0.11
C -0.980 -4.487 1.713 0.191 0.529 -0.311 -0.29
C -0.458 -3.049 2.234 0.201 0.207 -0.413 -0.09
C -0.160 -5.643 2.458 0.578 -0.777 -0.392 -0.23
O -0.950 -6.741 2.915 -0.026 1.258 -2.279 -0.32
N -0.751 -6.899 4.311 -0.269 -0.586 3.319 -0.21
C -1.892 -7.653 4.878 0.590 1.327 -1.145 -0.29
C -2.611 -6.858 6.087 -1.702 -2.623 0.622 -0.23
O -3.549 -7.392 6.738 2.660 1.957 -1.598 -0.09
H -2.416 -4.887 4.045 -0.770 0.473 -0.901 0.05
H -3.989 -5.399 3.266 1.082 1.144 0.201 0.08
H -3.710 -3.612 3.464 0.986 -1.023 -0.176 0.06
H -2.888 -5.625 1.258 0.823 1.217 0.917 0.13
H -2.825 -2.476 1.031 -0.713 -1.182 0.012 0.05
H -4.417 -3.418 1.286 1.523 -0.103 -0.688 0.08
H -3.272 -3.781 -0.167 -0.353 0.564 1.116 0.07
H -0.681 -4.524 0.603 -0.496 -0.014 1.452 0.12
H -1.294 -2.315 2.454 0.845 -0.899 -0.249 0.06
H 0.182 -3.123 3.173 -0.868 -0.088 -1.186 0.07
H 0.189 -2.585 1.408 -0.897 -0.492 1.287 0.06
H 0.496 -5.240 3.308 -1.267 -0.527 -0.935 0.09
H 0.588 -6.068 1.691 -0.886 0.559 0.858 0.11
H -2.661 -7.758 4.033 0.532 -0.060 1.212 0.10
H -1.591 -8.708 5.224 -0.742 1.196 -0.025 0.09
H -2.223 -5.808 6.342 -0.335 -1.053 -0.433 0.10
C 4.460 -0.073 -1.476 0.699 0.269 -0.157 -0.04
C 3.728 -0.998 -0.479 0.186 0.750 0.260 -0.43
C 2.626 -1.889 -1.053 -0.479 -0.901 0.141 -0.30
F 1.619 -1.183 -1.597 0.116 0.237 -0.058 0.10
F 2.078 -2.637 -0.067 0.392 0.128 0.051 0.09
F 3.258 -0.249 0.549 -0.187 -0.072 -0.091 0.12
F 4.676 -1.819 0.058 -0.147 -0.144 -0.368 0.11
O 4.025 1.294 -1.538 -1.356 -0.304 -0.225 0.03
C 2.934 1.606 -2.376 1.644 -0.999 0.007 -0.50
C 1.715 2.116 -1.599 -0.613 0.400 0.376 -0.28
F 1.283 1.209 -0.700 0.314 -0.066 -0.141 0.09
F 0.681 2.361 -2.436 0.363 -0.026 -0.238 0.11
F 2.651 0.554 -3.161 -0.422 0.277 -0.014 0.15
F 3.374 2.582 -3.206 -0.309 0.319 0.214 0.13
H 5.489 -0.003 -1.114 -0.216 0.061 0.167 0.15
H 4.547 -0.515 -2.471 -0.339 -0.038 0.113 0.15
H 3.021 -2.573 -1.811 0.178 0.109 0.013 0.18
H 1.953 3.039 -1.063 0.180 0.009 -0.108 0.17
C 0.761 1.054 3.928 -0.011 -0.732 0.374 -0.03
C 0.112 1.859 2.780 -0.425 -0.160 0.756 -0.43
C 1.056 2.714 1.932 0.225 0.108 -0.644 -0.30
F 1.683 3.666 2.648 -0.069 0.002 0.167 0.09
F 0.358 3.367 0.963 -0.229 -0.147 0.018 0.08
F -0.899 2.607 3.284 0.136 0.210 -0.133 0.12
F -0.472 0.952 1.947 0.405 0.131 -0.132 0.11
O 0.691 1.615 5.249 0.563 1.303 -0.475 0.04
C 1.676 2.549 5.626 -0.220 -1.874 -0.538 -0.51
C 1.092 3.939 5.903 -0.338 0.548 0.229 -0.28
F 0.454 4.438 4.826 0.051 -0.242 -0.030 0.10
F 2.075 4.817 6.219 0.174 -0.312 0.034 0.09
F 2.662 2.566 4.712 0.084 0.481 0.179 0.14
F 2.230 2.068 6.762 -0.200 0.456 0.130 0.14
H 0.180 0.131 4.008 -0.110 0.223 -0.027 0.15
H 1.772 0.723 3.683 -0.041 0.304 -0.085 0.15
H 1.811 2.097 1.437 -0.100 -0.161 0.152 0.16
H 0.379 3.902 6.730 0.083 -0.211 0.032 0.17
C -4.545 2.215 0.969 0.745 0.083 -0.306 -0.04
C -5.817 2.884 1.538 0.118 -0.069 -0.957 -0.43
C -6.522 2.145 2.677 -0.374 0.051 0.707 -0.30
F -6.961 0.927 2.316 0.087 0.018 -0.185 0.10
F -7.618 2.840 3.079 0.146 0.273 -0.140 0.09
F -6.674 3.136 0.520 -0.112 -0.135 0.209 0.12
F -5.437 4.105 2.019 0.038 -0.252 0.344 0.10
O -4.685 1.447 -0.235 -1.090 -0.590 0.604 0.03
C -5.089 0.100 -0.118 1.511 0.923 0.585 -0.51
C -6.448 -0.169 -0.775 -0.543 -0.166 -0.396 -0.28
F -7.424 0.592 -0.238 0.214 0.123 0.069 0.09
F -6.816 -1.460 -0.600 0.366 0.046 0.077 0.10
F -5.045 -0.274 1.172 -0.385 -0.285 -0.161 0.14
F -4.141 -0.626 -0.747 -0.457 -0.034 -0.312 0.15
H -3.884 3.035 0.678 -0.253 -0.007 -0.066 0.15
H -3.987 1.669 1.734 -0.312 -0.079 0.024 0.14
H -5.862 2.035 3.543 0.130 0.068 -0.118 0.17
H -6.407 0.039 -1.847 0.224 0.020 0.029 0.17
C 4.038 4.914 -7.688 0.080 0.770 -0.139 -0.04
C 3.000 3.788 -7.488 0.166 0.150 -0.886 -0.43
C 3.334 2.737 -6.427 -0.391 -0.455 0.676 -0.31
F 4.464 2.060 -6.704 0.113 0.099 -0.175 0.10
F 2.346 1.811 -6.353 -0.143 0.285 -0.169 0.10
F 2.747 3.207 -8.684 0.098 -0.147 0.182 0.13
F 1.835 4.391 -7.110 0.239 -0.060 0.367 0.11
O 4.960 4.776 -8.781 0.354 -1.277 0.462 0.03
C 6.131 4.019 -8.570 -0.861 1.489 0.649 -0.51
C 6.186 2.764 -9.450 0.001 -0.539 -0.509 -0.28
F 5.135 1.951 -9.229 -0.028 0.261 0.100 0.10
F 7.303 2.044 -9.185 0.079 0.348 0.161 0.10
F 6.268 3.749 -7.260 0.270 -0.359 -0.189 0.14
F 7.162 4.831 -8.892 0.034 -0.354 -0.326 0.14
H 3.462 5.806 -7.947 -0.041 -0.242 -0.133 0.15
H 4.550 5.176 -6.759 0.003 -0.344 -0.033 0.14
H 3.435 3.192 -5.438 -0.015 0.158 -0.131 0.15
H 6.189 3.034 -10.509 0.038 0.216 0.073 0.17
```
Forces are in eV/Å.

=====

Results for gap between HOMO and LUMO: 0.380; 0.103 (in Ha, following the order of the records).